(1)
Molecular formula: C18H19Cl14NO3
Method: DFT, the ωB97M-V functional and the def2-TZVPD basis

**Orbital gap**: 7.94 eV
**Highest occupied orbital energy**: -9.42 eV
**Net charge**: 0
**SMILES string**: C#CC1=C(c2cccnc2)C(=O)OC1=O.ClCCl.ClCCl.ClCCl.ClCCl.ClCCl.ClCCl.ClCCl
**Spin multiplicity**: 1

Atoms and positions in Å:
1 C 6.486 0.033 4.683
2 Cl 0.807 2.364 -3.069
3 Cl 4.912 -0.274 3.941
4 C -1.030 1.794 1.891
5 H -2.468 -4.621 -1.581
6 C -2.143 1.240 -1.656
7 C -1.869 2.070 2.979
8 Cl -3.596 -5.334 -6.440
9 C -1.601 1.666 0.557
10 Cl 1.948 -1.195 6.403
11 H 0.322 2.483 -5.364
12 Cl -4.840 -0.206 -5.694
13 H 1.831 1.696 3.686
14 C -3.263 -4.153 -1.013
15 C 0.756 3.168 -4.646
16 C 5.932 -1.061 -0.927
17 C -3.297 -3.624 -6.783
18 C 0.338 1.660 2.150
19 C -0.155 2.037 4.450
20 H 6.330 0.341 5.710
21 H -5.454 0.041 -3.436
22 O -3.344 1.490 -1.000
23 H 0.195 2.103 5.480
24 C 1.407 0.589 -1.023
25 C -4.718 -0.551 -3.965
26 C -1.087 1.192 -0.602
27 Cl 4.410 -0.246 -1.339
28 C 0.779 1.789 3.454
29 Cl 2.370 3.629 -5.209
30 H 0.529 -0.837 8.242
31 H 2.193 -0.285 8.555
32 Cl 6.667 -0.350 0.507
33 H 2.470 0.477 -1.125
34 H 1.036 1.467 1.353
35 Cl -3.421 -3.278 -8.512
36 H 7.069 -0.879 4.645
37 N -1.461 2.192 4.237
38 H -4.019 -3.749 -1.674
39 H -2.299 -3.370 -6.448
40 Cl -3.999 -5.367 0.037
41 C 1.388 -0.321 7.832
42 H -4.032 -3.029 -6.254
43 O -2.091 1.095 -2.832
44 H 0.151 4.063 -4.564
45 H -2.926 2.206 2.793
46 Cl -2.583 -2.798 -0.099
47 Cl 7.377 1.307 3.842
48 Cl 0.908 1.337 7.439
49 O -3.723 2.846 0.762
50 H -3.721 -0.298 -3.627
51 C -3.007 2.085 0.196
52 Cl -5.018 -2.265 -3.626
53 H 5.715 -2.104 -0.729
54 H 6.613 -0.964 -1.763
55 C 0.228 0.697 -0.823

---

(2)
Molecular formula: C5H5NO
Method: DFT, the ωB97M-V functional and the def2-TZVPD basis

**Orbital gap**: 10.28 eV
**Highest occupied orbital energy**: -9.61 eV
**Net charge**: 0
**SMILES string**: N#C[C@@H]1C[C@@H]1C=O
**Spin multiplicity**: 1
**Energy above the lowest of the compared OMol25 structures with the same formula, charge and spin**: 222.8 kJ/mol

Atoms and positions in Å:
1 H -0.791 -1.588 -0.163
2 C -1.017 -0.960 0.738
3 C 0.528 -0.690 -1.453
4 C -0.517 0.455 0.482
5 C 0.355 0.615 -0.887
6 H -1.264 1.234 0.606
7 H 1.645 0.084 0.816
8 O -1.598 -1.419 1.692
9 H 0.176 1.445 -1.569
10 N 0.387 -1.843 -1.465
11 C 0.928 0.821 0.474
12 H 1.170 1.844 0.729

---

(3)
Molecular formula: C24H22BBr4N11O4S3W
Method: DFT, the ωB97M-V functional and the def2-TZVPD basis

**Orbital gap (spin up / spin down)**: 5.95 / 5.94 eV
**Highest occupied orbital energy (spin up / spin down)**: -7.08 / -7.08 eV
**Net charge**: 0
**Spin multiplicity**: 1
**Energy above the lowest of the compared OMol25 structures with the same formula, charge and spin**: 28.5 kJ/mol

Atoms and positions in Å:
1 C -1.579 -2.891 1.466
2 H -2.151 1.270 -2.878
3 C -4.039 1.703 -0.100
4 H -3.235 3.404 -3.479
5 C -2.649 -4.610 0.247
6 C -3.442 2.938 -2.521
7 N 1.149 1.337 -2.158
8 N 0.439 0.152 -3.733
9 W 0.715 -1.273 1.094
10 C -3.105 1.144 -0.969
11 N -1.554 1.938 1.443
12 H 0.069 -0.616 -4.265
13 C 0.838 2.139 -3.225
14 N -0.541 -2.908 0.591
15 C 3.259 -2.439 0.370
16 C 5.494 -2.877 -0.418
17 H -4.268 1.201 0.830
18 C -2.824 1.749 -2.184
19 C 0.801 1.465 2.782
20 H 0.709 4.013 -4.169
21 H -1.585 -5.346 -1.442
22 O 2.518 -0.298 0.804
23 C 0.989 3.612 -3.199
24 H 1.902 0.997 -0.367
25 C 5.762 -1.510 -0.415
26 H -5.399 3.318 0.228
27 C -1.115 2.775 2.373
28 B 2.162 -1.741 5.587
29 C -0.767 0.907 1.172
30 C -4.360 3.528 -1.646
31 H 3.211 -2.332 5.726
32 H -1.757 3.628 2.574
33 H -5.744 5.029 -1.424
34 S 1.227 -1.372 -1.627
35 S -1.429 -1.798 2.710
36 H 2.374 2.400 -1.076
37 N 0.371 0.627 1.858
38 C 3.536 -1.069 0.421
39 C 4.771 -0.609 -0.005
40 C 1.807 -1.697 4.061
41 C -0.534 -3.773 -0.402
42 C 4.230 -3.335 -0.034
43 H 0.412 3.308 3.808
44 C 0.889 0.053 -2.477
45 Br 6.819 -4.115 -0.936
46 N -0.908 -0.070 0.231
47 N 1.495 -1.638 2.952
48 C -1.598 -4.656 -0.613
49 Br 3.731 -5.151 -0.097
50 Br 5.061 1.259 0.008
51 O -3.249 -1.087 0.282
52 H 0.346 -3.766 -1.028
53 H 1.722 1.197 3.285
54 H -3.393 -3.651 1.902
55 C -4.664 2.881 -0.439
56 S -2.335 -0.371 -0.577
57 H 2.022 3.897 -2.987
58 H -3.531 -5.231 0.167
59 N 0.414 1.422 -4.222
60 H 1.236 -2.322 6.127
61 Br 7.442 -0.855 -0.965
62 C 0.076 2.602 3.064
63 O -1.965 -1.003 -1.814
64 O 2.016 -2.791 0.678
65 N -2.600 -3.760 1.284
66 H -4.908 5.060 -2.903
67 N -4.943 4.737 -1.953
68 N 1.570 1.806 -0.911
69 H 0.351 4.043 -2.425
70 H 2.236 -0.579 5.957

---

(4)
Molecular formula: C4H8O
Method: DFT, the ωB97M-V functional and the def2-TZVPD basis

**Orbital gap**: 10.89 eV
**Highest occupied orbital energy**: -9.78 eV
**Net charge**: 0
**SMILES string**: CCCC=O
**Spin multiplicity**: 1
**Energy above the lowest of the compared OMol25 structures with the same formula, charge and spin**: 95.8 kJ/mol

Atoms and positions in Å:
1 C 0.666 1.181 0.880
2 C -1.397 -1.094 -0.196
3 H 1.107 0.480 1.594
4 H -2.054 -1.935 -0.502
5 C 0.064 -1.075 -0.540
6 H -0.243 1.582 1.351
7 H -0.338 1.133 -1.014
8 H 1.370 2.028 0.810
9 H 0.235 -1.830 -1.360
10 C 0.439 0.521 -0.525
11 O -1.894 -0.133 0.342
12 H 1.356 0.630 -1.098
13 H 0.689 -1.487 0.258

---

(5)
Molecular formula: C17H26N2O4
Method: DFT, the ωB97M-V functional and the def2-TZVPD basis

**Orbital gap**: 9.16 eV
**Highest occupied orbital energy**: -8.56 eV
**Net charge**: 0
**SMILES string**: CC(C)(C)c1ccc(C/N=C2\N[C@H](CO)[C@H](O)[C@H](O)[C@H]2O)cc1
**Spin multiplicity**: 1
**Energy above the lowest of the compared OMol25 structures with the same formula, charge and spin**: 288.5 kJ/mol

Atoms and positions in Å:
1 C -3.066 -3.290 -2.932
2 H -3.296 -3.367 -1.844
3 H 0.935 4.765 1.068
4 H 0.869 -1.554 3.444
5 H -2.487 -4.144 -3.255
6 H -3.025 0.141 -3.437
7 H -2.645 -2.114 -5.357
8 C -0.427 -0.480 -2.249
9 C 2.421 -1.080 0.173
10 O 0.324 1.801 5.229
11 C -3.334 -0.827 -3.074
12 H 0.110 3.760 3.322
13 O 2.845 4.022 1.283
14 C 1.588 0.299 2.001
15 C -2.293 -1.933 -3.229
16 C 1.144 0.399 3.440
17 H -0.125 2.605 1.235
18 C -1.776 -2.038 -4.669
19 N 1.564 1.423 1.173
20 C 1.136 -1.297 -0.611
21 C 0.281 1.639 3.788
22 O 2.057 3.162 3.722
23 C 0.493 -2.569 -0.620
24 H -1.084 -2.932 -4.771
25 C 0.808 2.911 3.108
26 H -0.020 0.975 5.682
27 H -1.027 -3.734 -1.557
28 H -0.794 0.356 -2.845
29 H 3.063 -1.966 0.087
30 C 0.661 -0.275 -1.421
31 C 0.903 2.670 1.591
32 H -1.205 -1.138 -4.911
33 H 2.351 1.497 0.487
34 H 1.990 2.925 4.648
35 C -0.589 -2.747 -1.483
36 H 1.472 3.685 -0.257
37 H 2.831 3.991 2.275
38 H 2.957 -0.185 -0.188
39 H 2.077 0.513 3.986
40 H -3.969 -3.343 -3.519
41 H -4.278 -1.096 -3.568
42 O 0.446 -0.765 3.878
43 C -1.090 -1.722 -2.286
44 H -0.751 1.451 3.541
45 C 1.526 3.851 0.831
46 H -3.546 -0.709 -2.005
47 H 1.156 0.706 -1.499
48 H 0.809 -3.370 0.021
49 N 2.010 -0.872 1.575

---

(6)
Molecular formula: C5H10
Method: DFT, the ωB97M-V functional and the def2-TZVPD basis

**Orbital gap (spin up / spin down)**: 7.71 / 8.67 eV
**Highest occupied orbital energy (spin up / spin down)**: -14.07 / -15.00 eV
**Net charge**: +1
**Spin multiplicity**: 2
**<S²>**: 0.895
**Energy above the lowest of the compared OMol25 structures with the same formula, charge and spin**: 531.1 kJ/mol

Atoms and positions in Å:
1 H 6.314 0.453 -3.817
2 H 0.808 -1.261 0.121
3 C 0.686 0.416 -1.291
4 H -0.239 1.574 2.123
5 H 7.067 0.524 -3.752
6 H 1.228 -0.143 -2.063
7 C -0.505 1.151 1.182
8 H -2.632 -1.427 0.713
9 C -1.541 -1.404 0.712
10 C -0.885 -0.098 0.654
11 H 1.401 1.208 -1.001
12 H -1.263 -2.215 1.371
13 H -0.894 2.096 0.681
14 C 0.261 -0.340 -0.043
15 H -0.046 0.883 -1.964

---

- What is the formula in the third record?
  C24H22BBr4N11O4S3W

---

- Which of these has the highest net charge?
  C5H10